C52H66N5O4PTa | wB97M-V/def2-TZVPD

Structure (XYZ):
```
129
Properties=species:S:1:pos:R:3:forces:R:3
Ta 0.230 0.224 -0.021 -0.218 0.477 1.107
C -1.829 0.939 -6.499 -0.103 -0.170 0.138
O -2.687 -0.056 -5.885 0.173 0.242 -0.142
C -2.533 -0.356 -4.622 0.072 0.136 -0.199
C -3.418 -1.331 -4.108 -0.108 -0.114 0.034
C -3.319 -1.706 -2.806 -0.231 -0.175 -0.091
C -2.342 -1.143 -1.944 -0.075 -0.342 0.491
C -2.278 -1.515 -0.582 0.024 -0.044 0.152
C -3.253 -2.479 0.008 -0.023 -0.080 -0.020
O -1.403 -1.067 0.258 0.582 0.361 -0.169
C -1.498 -0.171 -2.501 0.823 0.321 0.716
O -0.575 0.402 -1.661 -0.933 0.100 -1.406
C -1.561 0.238 -3.795 0.061 0.198 -0.360
H -2.159 1.013 -7.525 -0.071 -0.027 -0.112
H -0.791 0.611 -6.467 0.005 -0.037 0.009
H -1.951 1.900 -6.001 -0.038 0.008 0.025
H -4.158 -1.763 -4.772 0.090 0.065 0.053
H -4.001 -2.456 -2.427 0.052 0.041 -0.031
H -3.162 -3.454 -0.482 -0.042 0.070 0.032
H -4.278 -2.134 -0.135 0.021 -0.033 -0.007
H -3.055 -2.598 1.069 -0.009 0.007 0.017
H -0.879 0.999 -4.154 -0.085 -0.104 0.035
C -0.195 3.477 -1.916 -0.053 0.072 -0.054
C 1.129 2.944 -2.455 0.059 0.037 0.136
C 2.304 3.131 -1.515 -0.075 -0.113 0.012
C 2.923 4.373 -1.478 -0.021 0.131 -0.024
C 4.095 4.557 -0.767 0.069 0.028 0.001
C 4.682 3.484 -0.115 0.005 0.082 0.070
C 4.092 2.223 -0.089 -0.036 -0.137 0.099
C 4.872 1.072 0.540 0.005 0.184 -0.034
C 5.571 1.386 1.869 0.032 -0.062 -0.121
C 2.863 2.083 -0.765 -0.221 -0.071 -0.231
N 2.183 0.784 -0.815 -0.349 -0.112 0.480
C 2.805 -0.227 -1.408 0.003 0.306 -0.082
C 2.231 -1.484 -1.368 -0.267 -0.083 0.275
C 2.583 -2.721 -1.886 0.114 -0.427 -0.140
C 1.594 -3.621 -1.479 0.083 -0.158 -0.137
C 0.665 -2.907 -0.734 0.231 0.272 -0.026
N 1.034 -1.605 -0.644 -0.120 -0.083 0.010
H -1.020 3.274 -2.607 0.073 0.011 0.038
H -0.143 4.557 -1.768 -0.010 -0.005 -0.030
H -0.455 3.042 -0.948 0.006 -0.010 0.008
H 1.361 3.478 -3.377 0.048 -0.012 -0.045
H 1.036 1.894 -2.721 -0.003 -0.066 -0.068
H 2.507 5.190 -2.062 0.053 -0.097 0.076
H 4.586 5.524 -0.767 -0.032 -0.080 0.001
H 5.646 3.625 0.360 -0.111 0.011 -0.040
H 5.650 0.786 -0.174 -0.058 -0.011 -0.066
H 4.241 0.191 0.660 -0.052 -0.070 0.047
H 6.069 2.353 1.855 0.026 -0.052 0.000
H 6.336 0.636 2.074 -0.083 0.015 -0.002
H 4.880 1.387 2.709 -0.136 0.052 0.080
H 3.739 -0.062 -1.935 0.062 0.104 0.064
H 3.462 -2.935 -2.481 -0.136 0.016 0.079
H 1.546 -4.677 -1.702 0.029 0.105 0.033
H -0.224 -3.277 -0.245 0.033 0.017 -0.048
O -0.905 1.587 1.001 0.653 -0.479 -0.643
P -1.960 2.338 1.939 0.131 0.158 0.034
C -1.238 3.829 2.655 0.333 0.147 -0.143
C 0.031 3.511 3.499 -0.055 0.145 -0.134
C 1.337 3.820 2.774 -0.018 -0.043 0.038
C 1.370 5.257 2.290 -0.033 0.084 0.051
C 0.314 5.401 1.210 -0.017 -0.024 0.036
C -1.093 5.072 1.714 0.149 -0.067 0.260
C -3.626 2.668 1.255 -0.033 0.043 -0.491
C -4.085 1.536 0.307 0.066 0.079 -0.037
C -3.664 1.789 -1.145 -0.168 0.110 0.123
C -4.134 3.149 -1.655 -0.021 0.013 0.004
C -3.587 4.259 -0.763 -0.150 -0.145 0.045
C -4.040 4.035 0.676 0.062 -0.045 0.032
C -2.445 1.168 3.232 0.060 -0.162 0.288
C -3.071 1.844 4.495 0.086 -0.115 -0.030
C -2.161 1.696 5.715 -0.037 -0.117 -0.033
C -1.942 0.214 6.064 -0.028 0.013 -0.134
C -1.837 -0.674 4.805 -0.088 0.042 0.065
C -1.373 0.136 3.597 -0.231 0.164 0.216
H -2.043 4.073 3.356 -0.007 0.026 0.001
H 0.027 2.471 3.824 0.006 0.045 0.036
H -0.010 4.115 4.409 -0.015 0.008 -0.036
H 1.429 3.178 1.890 0.080 -0.073 -0.011
H 2.176 3.597 3.438 -0.021 -0.014 -0.016
H 2.355 5.508 1.894 -0.004 0.010 0.006
H 1.167 5.940 3.123 0.061 -0.039 -0.071
H 0.584 4.740 0.382 0.008 0.006 0.017
H 0.294 6.418 0.813 -0.002 -0.032 -0.040
H -1.737 4.974 0.854 -0.180 0.018 -0.113
H -1.466 5.933 2.274 0.030 -0.053 0.030
H -4.161 2.565 2.207 -0.087 -0.028 -0.022
H -5.176 1.493 0.355 -0.010 -0.008 0.048
H -3.718 0.560 0.649 -0.039 0.022 -0.026
H -4.065 0.992 -1.774 0.035 -0.008 -0.012
H -2.576 1.760 -1.211 0.113 -0.022 -0.018
H -5.228 3.181 -1.657 0.040 0.021 -0.030
H -3.810 3.295 -2.689 -0.029 -0.026 0.050
H -3.917 5.239 -1.109 -0.008 -0.026 0.022
H -2.498 4.243 -0.824 0.112 0.068 -0.028
H -5.136 4.029 0.685 0.025 0.017 0.051
H -3.743 4.849 1.336 0.010 -0.005 -0.002
H -3.247 0.616 2.730 0.006 -0.074 0.016
H -4.024 1.353 4.706 0.024 -0.007 -0.015
H -3.315 2.895 4.332 -0.019 -0.040 -0.024
H -2.614 2.214 6.558 0.022 0.012 0.041
H -1.204 2.189 5.531 -0.038 0.002 0.009
H -2.768 -0.136 6.683 0.009 -0.034 0.030
H -1.039 0.113 6.668 -0.070 0.029 0.002
H -2.810 -1.122 4.574 0.068 0.036 0.015
H -1.149 -1.504 4.981 -0.125 0.011 0.043
H -1.211 -0.518 2.742 -0.265 0.174 0.082
H -0.419 0.624 3.834 -0.142 -0.106 -0.074
N 1.117 -5.154 9.345 0.004 0.211 -0.299
C 1.163 -4.475 8.417 -0.026 0.029 -0.025
C 1.222 -3.617 7.252 -0.020 -0.160 0.344
C 1.328 -4.177 5.984 -0.036 -0.143 -0.072
C 1.422 -3.356 4.872 0.017 -0.191 -0.112
C 1.400 -1.987 5.048 0.226 0.298 -0.347
C 1.270 -1.410 6.298 0.041 0.140 0.120
C 1.182 -2.233 7.409 -0.014 0.049 0.067
N 1.530 -1.125 3.887 0.235 -0.080 0.553
C 2.321 0.014 3.785 -0.113 -0.232 0.250
C 2.116 0.513 2.546 -0.222 -0.254 0.026
N 1.199 -0.308 1.895 -0.027 0.131 -0.348
C 0.884 -1.283 2.742 0.370 -0.172 -0.289
H 1.352 -5.254 5.872 0.020 0.058 0.007
H 1.535 -3.789 3.884 0.054 0.028 0.088
H 1.220 -0.331 6.410 0.077 -0.115 -0.008
H 1.079 -1.808 8.399 0.031 -0.016 -0.049
H 2.963 0.336 4.589 -0.027 -0.075 -0.059
H 2.582 1.358 2.070 -0.066 0.029 -0.007
H 0.197 -2.093 2.549 0.088 0.064 0.022
```
Positions in Å, forces in eV/Å.

Results
E_LUMO   -9.25 eV
ΔE to the lowest compared entry with this formula, charge and spin   133.8 kJ/mol
Strongest force on any atom   1.69 eV/Å
Total charge   +3
DFT total energy   -81458.66246 eV

C52H68I2N10O2PReSi | wB97M-V/def2-TZVPD

Structure (XYZ):
```
137
Properties=species:S:1:pos:R:3:forces:R:3
Re 0.763 0.777 0.020 -0.239 0.276 -0.496
I 6.338 5.905 1.540 0.006 -0.008 0.002
C 5.104 4.286 1.100 0.067 0.028 -0.051
C 5.516 3.326 0.185 -0.054 0.018 0.053
C 4.688 2.252 -0.093 0.012 -0.093 -0.122
I 5.204 0.937 -1.627 0.012 0.060 0.047
C 3.459 2.078 0.557 0.035 -0.159 -0.067
O 2.744 0.970 0.377 -0.059 0.057 0.203
C 3.023 3.114 1.391 0.028 0.132 0.132
C 1.596 3.100 1.841 0.028 -0.005 0.017
N 0.724 2.902 0.645 -0.217 -0.124 0.006
C 1.006 3.850 -0.460 0.034 0.020 0.003
C 1.487 3.140 -1.695 -0.096 -0.058 0.068
C 2.055 3.819 -2.757 -0.037 0.086 -0.028
C 2.330 3.134 -3.926 -0.020 -0.012 -0.055
C 2.006 1.788 -4.015 0.016 0.022 -0.050
C 1.485 1.162 -2.908 0.042 0.033 0.057
N 1.259 1.820 -1.762 0.163 0.062 0.010
C 3.846 4.198 1.670 -0.075 -0.055 -0.002
H 6.466 3.422 -0.322 0.002 -0.001 -0.004
H 1.351 4.047 2.327 -0.023 -0.002 0.015
H 1.377 2.287 2.539 -0.013 -0.021 -0.018
H -0.250 3.001 0.919 0.030 0.101 0.031
H 1.742 4.589 -0.148 -0.024 0.017 0.014
H 0.084 4.382 -0.709 -0.009 -0.034 -0.011
H 2.258 4.878 -2.665 0.005 -0.012 -0.003
H 2.772 3.649 -4.768 0.003 -0.003 0.004
H 2.169 1.225 -4.922 0.001 -0.001 0.006
H 1.240 0.112 -2.912 -0.015 -0.085 0.028
H 3.491 4.982 2.328 -0.007 -0.002 -0.010
N 0.939 -1.053 0.394 -0.128 -0.002 -0.302
P 1.331 -2.580 0.523 -0.086 -0.176 -0.030
N 2.959 -2.883 0.509 0.154 0.027 0.083
C 3.360 -4.283 0.750 0.063 0.088 -0.027
C 4.699 -4.589 0.093 0.019 0.048 0.056
C 5.759 -3.613 0.590 -0.037 0.035 -0.040
C 5.302 -2.187 0.300 -0.052 -0.120 0.017
C 3.959 -1.902 0.958 -0.031 -0.102 -0.082
N 0.779 -3.601 -0.668 -0.126 0.384 -0.225
C 1.582 -3.872 -1.872 0.001 -0.061 0.126
C 1.277 -2.895 -2.994 -0.066 -0.072 -0.001
C -0.210 -2.943 -3.331 -0.020 0.030 -0.008
C -1.052 -2.683 -2.084 0.108 0.050 -0.007
C -0.665 -3.632 -0.959 0.169 -0.097 0.081
N 0.695 -3.203 1.940 0.013 -0.080 0.086
C 1.455 -2.782 3.141 -0.106 -0.073 -0.054
C 0.700 -3.061 4.434 -0.009 -0.066 -0.009
C 0.225 -4.528 4.516 0.022 0.024 -0.026
C 0.575 -5.307 3.251 -0.023 -0.013 0.020
C 0.107 -4.565 2.010 0.026 0.142 0.118
H 2.584 -4.948 0.373 0.000 -0.006 0.019
H 3.457 -4.467 1.827 -0.033 0.010 0.056
H 4.604 -4.499 -0.993 0.015 -0.038 -0.004
H 4.975 -5.622 0.315 -0.002 -0.004 -0.006
H 6.722 -3.815 0.121 0.002 -0.004 0.001
H 5.890 -3.743 1.670 0.038 -0.007 -0.002
H 5.194 -2.059 -0.781 0.041 0.030 0.018
H 6.036 -1.458 0.646 -0.003 0.014 -0.001
H 3.602 -0.904 0.715 0.010 -0.056 0.001
H 4.079 -1.969 2.048 -0.005 0.013 0.031
H 1.342 -4.890 -2.198 -0.003 -0.040 0.024
H 2.635 -3.842 -1.610 -0.035 0.000 -0.055
H 1.883 -3.135 -3.870 0.010 0.002 0.011
H 1.572 -1.902 -2.646 0.000 0.130 -0.036
H -0.440 -3.944 -3.712 -0.029 0.014 -0.048
H -0.464 -2.236 -4.125 0.013 0.018 0.039
H -2.111 -2.819 -2.303 -0.104 0.021 -0.036
H -0.908 -1.654 -1.739 -0.015 0.074 0.010
H -0.911 -4.659 -1.248 -0.031 -0.038 0.035
H -1.225 -3.413 -0.050 -0.026 0.053 0.041
H 1.679 -1.716 3.053 0.026 -0.020 -0.020
H 2.419 -3.295 3.184 0.067 -0.007 -0.039
H -0.148 -2.385 4.533 0.080 0.004 0.041
H 1.376 -2.830 5.259 -0.016 0.016 0.010
H -0.859 -4.555 4.648 -0.010 -0.004 0.017
H 0.656 -5.023 5.386 -0.019 -0.008 0.007
H 0.093 -6.285 3.266 0.025 -0.013 0.001
H 1.652 -5.490 3.195 -0.001 0.003 -0.011
H -0.986 -4.490 2.040 -0.021 0.046 0.008
H 0.364 -5.126 1.113 0.013 -0.012 -0.033
C -0.781 -0.081 3.310 -0.075 0.047 0.047
N -1.797 -0.596 4.225 -0.001 0.028 -0.034
C -2.522 -1.674 3.541 -0.042 0.025 -0.044
N -3.144 -1.217 2.299 0.021 0.076 0.036
C -2.100 -0.691 1.426 0.001 -0.098 -0.008
N -1.355 0.425 2.052 0.298 0.041 0.238
C -2.330 1.473 2.396 -0.031 0.021 -0.065
N -3.380 0.992 3.284 0.045 -0.030 0.008
C -2.751 0.482 4.506 0.006 -0.021 -0.025
C -4.066 -0.123 2.616 -0.006 -0.016 -0.018
H -0.081 -0.874 3.057 -0.058 0.047 -0.010
H -0.245 0.733 3.808 0.030 0.001 0.004
H -3.293 -2.060 4.210 -0.006 -0.011 0.009
H -1.818 -2.475 3.307 -0.023 -0.041 -0.043
H -2.544 -0.334 0.502 0.037 -0.010 0.072
H -1.379 -1.476 1.207 0.010 -0.067 -0.026
H -2.791 1.833 1.476 -0.007 0.036 -0.059
H -1.802 2.294 2.894 0.001 0.045 -0.010
H -3.527 0.104 5.174 -0.006 0.001 0.007
H -2.228 1.299 5.007 0.005 0.009 0.008
H -4.520 0.238 1.691 -0.004 0.006 -0.002
H -4.852 -0.497 3.274 -0.019 0.006 0.008
O -1.111 1.156 -0.670 0.142 -0.082 0.224
Si -2.253 1.951 -1.516 0.005 -0.160 -0.141
C -1.809 1.944 -3.351 -0.112 -0.009 -0.107
C -2.042 0.806 -4.136 0.121 0.016 0.089
C -1.772 0.791 -5.497 0.028 0.000 0.026
C -1.273 1.928 -6.119 -0.009 0.012 0.004
C -1.036 3.069 -5.367 0.036 -0.022 0.036
C -1.300 3.070 -4.003 0.103 -0.016 -0.023
C -3.903 1.098 -1.251 -0.074 0.019 0.037
C -4.028 -0.280 -1.454 -0.125 0.046 0.040
C -5.226 -0.944 -1.243 -0.009 -0.019 -0.006
C -6.341 -0.235 -0.817 -0.002 0.005 -0.005
C -6.245 1.131 -0.601 0.042 0.014 -0.003
C -5.039 1.789 -0.818 0.007 -0.050 0.022
C -2.598 3.764 -1.084 0.103 0.072 0.049
C -3.314 4.494 -2.045 0.071 0.003 -0.004
C -3.714 5.803 -1.822 0.007 0.005 0.012
C -3.416 6.429 -0.619 -0.018 -0.007 -0.007
C -2.730 5.729 0.360 -0.005 -0.053 -0.026
C -2.339 4.416 0.125 -0.106 -0.017 -0.019
H -2.451 -0.088 -3.680 -0.028 -0.009 -0.005
H -1.970 -0.101 -6.078 -0.012 0.000 0.002
H -1.090 1.930 -7.186 0.019 -0.010 0.007
H -0.657 3.965 -5.845 -0.008 -0.005 0.005
H -1.126 3.984 -3.445 0.014 -0.009 0.002
H -3.162 -0.847 -1.756 0.132 -0.154 -0.042
H -5.292 -2.013 -1.406 0.007 0.014 0.007
H -7.281 -0.746 -0.653 0.005 -0.005 0.010
H -7.108 1.688 -0.259 0.002 0.006 -0.009
H -4.986 2.855 -0.633 -0.015 0.001 -0.011
H -3.566 4.029 -2.991 -0.025 0.020 0.026
H -4.261 6.336 -2.589 -0.013 -0.005 0.007
H -3.734 7.448 -0.440 0.017 0.005 -0.009
H -2.517 6.194 1.314 0.003 0.000 0.004
H -1.868 3.891 0.945 0.047 -0.095 0.083
```
Positions in Å, forces in eV/Å.

Results
E_LUMO (spin up / spin down)   -2.39 / -3.03 eV
ΔE to the lowest compared entry with this formula, charge and spin   30.7 kJ/mol
Strongest force on any atom   0.62 eV/Å
2S+1   4
Total charge   +1
DFT total energy   -109521.42910 eV